(1)
A 2-piece molecular cluster, C12H14NO2 overall in a non-equilibrium geometry, computed with ωB97M-V with the def2-TZVPD basis set.

Structure (ORCA input):
```
! RIJCOSX wB97M-V def2-TZVPD def2/J DEFGRID3
* xyz -1 1
C -2.385 2.145 -1.164
C 0.291 -0.392 -1.912
C -0.954 -0.059 -1.282
C -1.181 1.373 -1.540
C 0.006 1.853 -2.059
C 0.668 -1.747 -1.892
C -0.062 -2.689 -1.228
C -1.534 -0.951 -0.408
C -1.124 -2.297 -0.291
N 0.809 0.781 -2.513
H 1.788 0.961 -2.721
H 1.550 -1.926 -2.405
H 0.270 2.762 -2.623
H 0.030 -3.696 -1.487
H -2.332 -0.605 0.264
H -3.029 1.504 -0.418
H -2.886 2.400 -2.110
H -1.670 -2.896 0.403
H -2.127 2.959 -0.501
C 1.746 0.212 2.163
C 0.322 0.559 2.649
C 2.569 -0.665 3.020
O 2.012 -1.016 4.047
O 3.641 -1.165 2.465
H 1.555 -0.436 1.251
H 2.328 1.086 1.876
H -0.471 -0.156 2.356
H -0.138 1.476 2.348
H 0.307 0.626 3.711
*
```

As for the energy relative to the best compared isomer or geometry (same formula, charge and spin): 60.2 kcal/mol. The value obtained for the orbital gap is 6.6 eV.

Atomic partial charges in e from the Mulliken method, atoms 1 to 6:
1. C -1.1489
2. C -0.3471
3. C 1.1768
4. C 0.2539
5. C -0.5833
6. C -0.5608

***

(2)
A 2-piece molecular cluster, C2H3NO2S overall in a non-equilibrium geometry, computed with ωB97M-V with the def2-TZVPD basis set.

Structure (ORCA input):
```
! RIJCOSX wB97M-V def2-TZVPD def2/J DEFGRID3
* xyz 0 1
C 1.953 0.247 0.393
C -0.406 -1.004 -0.423
N 1.680 1.357 0.287
O -1.122 -0.862 0.931
O -1.401 1.407 -0.232
S -1.856 -0.092 -0.279
H 2.364 -0.686 0.748
H -0.676 -1.937 -0.701
H -0.536 1.570 -0.725
*
```

As for the energy relative to the best compared isomer or geometry (same formula, charge and spin): 135.0 kcal/mol. The value obtained for the orbital gap is 9.1 eV.

Atomic partial charges in e from the Mulliken method, atoms 1 to 6:
1. C 0.2255
2. C -0.5196
3. N -0.4638
4. O -0.2288
5. O -0.4263
6. S 0.4682

***

(3)
One molecule with the formula C5H12N2 in a non-equilibrium geometry, computed with ωB97M-V with the def2-TZVPD basis set.

Structure (ORCA input):
```
! RIJCOSX wB97M-V def2-TZVPD def2/J DEFGRID3
* xyz 0 1
C -1.507 0.940 -0.056
C -0.074 0.940 0.384
C 0.854 2.018 -0.271
N 0.459 -0.433 0.258
C 0.463 -1.128 -0.964
N -0.432 -1.460 0.048
C -0.188 -2.587 0.874
H -1.549 0.420 -1.003
H -2.077 0.362 0.570
H -1.899 2.068 -0.170
H 0.150 1.132 1.508
H 0.329 2.238 -1.348
H 1.881 1.705 -0.371
H 0.673 2.930 0.300
H 1.423 -1.585 -1.226
H 0.100 -0.567 -1.788
H -0.764 -2.223 1.709
H -0.367 -3.668 0.535
H 0.931 -2.673 1.160
*
```

As for the SMILES: CC(C)N1CN1C. As for the energy relative to the best compared isomer or geometry (same formula, charge and spin): 93.1 kcal/mol. The value obtained for the orbital gap is 9.9 eV.

Atomic partial charges in e from the Mulliken method, atoms 1 to 6:
1. C -1.1769
2. C 0.3597
3. C -1.2685
4. N -0.3284
5. C -0.2278
6. N -0.2543

***

(4)
A 14-piece molecular cluster, C14H56O14 overall in a non-equilibrium geometry, computed with ωB97M-V with the def2-TZVPD basis set.

Structure (ORCA input):
```
! RIJCOSX wB97M-V def2-TZVPD def2/J DEFGRID3
* xyz 0 1
C -32.728 -21.946 9.432
O -32.026 -20.730 9.236
H -31.943 -22.702 9.407
H -33.204 -21.967 10.413
H -33.451 -22.174 8.650
H -31.588 -20.494 10.057
C -34.740 -28.395 9.308
O -33.861 -27.292 9.586
H -34.428 -28.829 8.358
H -34.654 -29.104 10.131
H -35.750 -28.035 9.113
H -33.085 -27.522 9.069
C -31.366 -19.927 5.890
O -32.276 -20.924 6.029
H -30.547 -19.971 6.608
H -30.944 -20.244 4.937
H -31.715 -18.897 5.818
H -32.508 -20.975 6.960
C -37.929 -22.363 1.675
O -37.542 -21.208 2.351
H -38.535 -22.144 0.796
H -37.078 -22.927 1.292
H -38.498 -22.937 2.406
H -38.321 -20.850 2.784
C -41.419 -23.052 5.517
O -41.729 -21.760 5.970
H -40.376 -23.339 5.388
H -41.847 -23.691 6.290
H -41.986 -23.305 4.621
H -41.451 -21.051 5.384
C -34.164 -21.811 2.515
O -34.978 -21.248 1.521
H -34.342 -21.196 3.397
H -34.414 -22.806 2.885
H -33.131 -21.604 2.237
H -35.790 -20.947 1.935
C -40.910 -21.085 2.678
O -40.296 -20.270 3.647
H -40.368 -20.718 1.807
H -40.722 -22.154 2.772
H -41.955 -20.776 2.677
H -40.667 -19.385 3.624
C -36.532 -22.742 5.943
O -36.242 -24.000 6.057
H -36.890 -22.645 4.918
H -37.362 -22.490 6.603
H -35.650 -22.128 6.125
H -36.027 -24.193 6.972
C -39.869 -18.367 6.497
O -40.543 -17.917 5.319
H -40.152 -19.415 6.592
H -38.787 -18.403 6.371
H -39.974 -17.708 7.359
H -40.085 -17.145 4.978
C -37.104 -26.329 3.646
O -37.822 -25.118 3.867
H -36.630 -26.574 4.596
H -37.672 -27.181 3.274
H -36.296 -26.111 2.948
H -37.337 -24.734 4.602
C -31.777 -23.918 4.198
O -31.065 -25.077 4.004
H -32.767 -23.967 3.745
H -31.848 -23.758 5.274
H -31.254 -23.052 3.791
H -30.148 -25.009 4.280
C -40.635 -23.046 9.309
O -41.961 -23.178 8.880
H -39.992 -23.407 8.506
H -40.521 -21.983 9.522
H -40.574 -23.525 10.286
H -41.992 -22.899 7.962
C -38.109 -27.584 7.010
O -38.921 -28.382 7.915
H -37.131 -28.040 6.855
H -38.637 -27.391 6.077
H -37.854 -26.653 7.517
H -38.612 -28.158 8.796
C -35.562 -24.423 9.744
O -35.123 -24.877 8.526
H -34.960 -24.216 10.629
H -36.013 -23.446 9.572
H -36.384 -25.056 10.078
H -34.922 -25.803 8.680
*
```

As for the energy relative to the best compared isomer or geometry (same formula, charge and spin): 80.1 kcal/mol. The value obtained for the orbital gap is 9.6 eV.

Atomic partial charges in e from the Mulliken method, atoms 1 to 6:
1. C -0.3559
2. O -0.5429
3. H 0.3023
4. H 0.3498
5. H -0.0437
6. H 0.3015

***

(5)
A 2-piece molecular cluster, C4H7NS overall in a non-equilibrium geometry, computed with ωB97M-V with the def2-TZVPD basis set.

Structure (ORCA input):
```
! RIJCOSX wB97M-V def2-TZVPD def2/J DEFGRID3
* xyz 0 1
C -1.524 0.570 -0.094
N -2.120 -0.565 0.254
S -3.689 -0.875 0.668
H -0.549 0.574 -0.511
H -2.063 1.538 0.053
H -1.564 -1.359 0.266
C 0.997 -0.854 1.218
C 1.301 -0.207 0.274
C 1.941 0.452 -0.807
H 0.613 -1.344 2.094
H 2.176 1.550 -0.671
H 1.463 0.322 -1.727
H 3.018 0.198 -1.016
*
```

As for the SMILES: C=[NH+][S-].C#CC. As for the energy relative to the best compared isomer or geometry (same formula, charge and spin): 97.4 kcal/mol. The value obtained for the orbital gap (alpha / beta) is 7.9 / 7.9 eV.

Atomic partial charges in e from the Mulliken method, atoms 1 to 6:
1. C -0.1073
2. N -0.1617
3. S -0.3239
4. H 0.0490
5. H 0.2547
6. H 0.2569

***

(6)
A 13-piece molecular cluster, C64H102Cl2NO32 overall in a non-equilibrium geometry, computed with ωB97M-V with the def2-TZVPD basis set.

Structure (ORCA input):
```
! RIJCOSX wB97M-V def2-TZVPD def2/J DEFGRID3
* xyz 1 1
C 6.076 -16.510 -0.658
C 5.413 -17.268 0.494
C 6.480 -17.616 1.501
N 5.963 -18.527 2.601
C 4.788 -17.926 3.308
C 7.122 -18.657 3.623
C 7.251 -20.151 3.922
C 5.951 -20.802 3.397
C 5.632 -19.943 2.173
H 5.386 -16.153 -1.426
H 6.699 -17.190 -1.247
H 6.685 -15.680 -0.299
H 4.924 -18.153 0.097
H 4.680 -16.638 1.002
H 6.966 -16.769 1.986
H 7.294 -18.145 1.002
H 4.568 -18.612 4.126
H 3.874 -17.951 2.717
H 5.077 -16.914 3.582
H 6.969 -17.950 4.436
H 8.036 -18.329 3.131
H 7.326 -20.356 4.989
H 8.078 -20.566 3.350
H 5.124 -20.854 4.106
H 6.017 -21.849 3.101
H 4.585 -19.915 1.875
H 6.205 -20.211 1.285
Cl 2.365 -18.427 0.014
C 1.318 -17.448 -1.072
C 1.648 -15.964 -0.916
Cl 0.746 -15.013 -2.056
H 0.292 -17.650 -0.766
H 1.425 -17.809 -2.092
H 2.711 -15.934 -1.155
H 1.438 -15.671 0.110
C 6.728 -16.865 -4.004
O 7.031 -15.987 -5.049
C 6.999 -14.607 -4.709
C 5.613 -14.098 -4.359
O 5.191 -14.535 -3.069
C 4.124 -13.810 -2.563
H 7.306 -16.591 -3.112
H 6.917 -17.903 -4.273
H 5.692 -16.845 -3.648
H 7.246 -14.122 -5.655
H 7.772 -14.369 -3.975
H 4.853 -14.486 -5.043
H 5.604 -13.002 -4.388
H 3.252 -13.719 -3.216
H 4.577 -12.835 -2.314
H 3.770 -14.111 -1.574
C 3.832 -21.552 8.692
O 4.958 -20.688 8.680
C 6.025 -21.225 7.921
C 7.111 -20.165 8.066
O 6.698 -18.997 7.322
C 7.663 -17.976 7.301
H 2.975 -21.059 9.152
H 4.022 -22.428 9.318
H 3.510 -21.836 7.688
H 5.807 -21.350 6.855
H 6.380 -22.209 8.244
H 8.001 -20.536 7.548
H 7.252 -19.934 9.120
H 7.445 -17.248 6.521
H 8.665 -18.358 7.069
H 7.805 -17.441 8.244
C 9.287 -23.105 2.179
O 8.263 -22.353 1.556
C 8.350 -22.182 0.163
C 9.331 -21.133 -0.279
O 8.935 -19.876 0.259
C 10.024 -19.014 0.472
H 9.174 -24.151 1.885
H 9.081 -22.908 3.232
H 10.283 -22.704 1.971
H 7.354 -21.843 -0.132
H 8.566 -23.151 -0.302
H 9.315 -21.022 -1.368
H 10.365 -21.334 0.020
H 9.599 -18.005 0.481
H 10.695 -18.901 -0.387
H 10.528 -19.255 1.407
C 4.140 -20.969 -1.441
O 4.867 -22.091 -0.925
C 4.448 -23.276 -1.570
C 4.993 -24.503 -0.834
O 4.632 -24.412 0.550
C 5.733 -24.562 1.464
H 4.163 -20.972 -2.533
H 4.729 -20.130 -1.071
H 3.126 -20.963 -1.042
H 4.718 -23.275 -2.629
H 3.370 -23.464 -1.499
H 6.059 -24.682 -0.979
H 4.467 -25.406 -1.150
H 5.441 -24.755 2.494
H 6.285 -23.619 1.416
H 6.431 -25.349 1.174
C 12.660 -15.252 5.633
O 11.934 -15.986 4.660
C 12.342 -17.337 4.588
C 11.489 -18.164 3.633
O 10.388 -18.761 4.303
C 10.564 -20.073 4.754
H 12.505 -15.602 6.653
H 12.294 -14.230 5.540
H 13.721 -15.217 5.372
H 12.389 -17.867 5.545
H 13.373 -17.317 4.213
H 12.129 -18.905 3.150
H 11.167 -17.431 2.890
H 11.522 -20.184 5.280
H 10.665 -20.828 3.964
H 9.722 -20.237 5.422
C 9.782 -12.520 -4.191
O 8.951 -12.993 -3.147
C 8.212 -11.947 -2.516
C 7.549 -12.517 -1.248
O 8.503 -13.127 -0.386
C 8.036 -13.382 0.905
H 10.237 -13.418 -4.608
H 10.549 -11.832 -3.829
H 9.202 -12.030 -4.980
H 7.452 -11.555 -3.198
H 8.895 -11.124 -2.290
H 6.745 -13.200 -1.534
H 7.028 -11.692 -0.754
H 7.461 -14.315 0.879
H 7.321 -12.652 1.301
H 8.891 -13.397 1.580
C 0.946 -16.949 2.623
C 1.191 -15.664 2.897
C 0.097 -14.645 2.908
O 0.303 -13.488 3.159
C -1.270 -15.208 2.786
C -1.471 -16.491 2.448
C -0.347 -17.490 2.258
O -0.498 -18.644 1.917
O -2.701 -17.076 2.315
O 2.448 -15.273 3.148
H 1.780 -17.629 2.497
H -2.092 -14.509 2.856
H -2.583 -17.904 1.827
H 2.532 -14.460 3.667
C 2.588 -16.333 6.058
C 1.319 -16.739 5.867
C 0.894 -18.142 6.005
O -0.256 -18.526 6.152
C 1.990 -19.112 5.984
C 3.274 -18.726 6.025
C 3.682 -17.286 6.114
O 4.824 -16.887 6.272
O 4.257 -19.643 5.946
O 0.366 -15.812 5.678
H 2.802 -15.273 6.064
H 1.690 -20.133 5.793
H 5.018 -19.251 6.431
H -0.513 -16.103 5.960
C 7.285 -14.235 6.753
C 6.172 -13.875 6.103
C 5.921 -14.130 4.647
O 4.896 -13.790 4.104
C 7.081 -14.728 3.974
C 8.247 -15.000 4.583
C 8.501 -14.711 6.033
O 9.565 -14.903 6.576
O 9.255 -15.526 3.849
O 5.102 -13.443 6.788
H 7.360 -14.080 7.821
H 6.986 -15.013 2.935
H 9.986 -15.697 4.486
H 5.165 -13.809 7.679
C 0.425 -21.297 3.047
C -0.370 -22.315 2.670
C 0.253 -23.548 2.027
O -0.378 -24.510 1.646
C 1.724 -23.433 1.885
C 2.425 -22.333 2.183
C 1.827 -21.096 2.775
O 2.385 -20.016 2.845
O 3.751 -22.240 1.959
O -1.700 -22.363 2.843
H -0.137 -20.454 3.434
H 2.210 -24.246 1.360
H 4.022 -22.936 1.323
H -2.003 -23.127 2.324
C 10.815 -16.267 -2.601
C 11.753 -16.054 -3.546
C 12.551 -14.817 -3.643
O 13.296 -14.622 -4.587
C 12.336 -13.896 -2.541
C 11.341 -14.077 -1.664
C 10.565 -15.361 -1.492
O 9.954 -15.684 -0.492
O 11.091 -13.129 -0.743
O 11.928 -17.008 -4.474
H 10.279 -17.207 -2.639
H 12.893 -12.971 -2.599
H 10.136 -13.153 -0.496
H 12.657 -16.721 -5.049
*
```

The value obtained for the orbital gap is 7.3 eV.

Atomic partial charges in e from the Mulliken method, atoms 1 to 6:
1. C -0.3445
2. C 1.8757
3. C 0.2311
4. N 1.1635
5. C 0.6451
6. C 0.9891

***

(7)
A 2-piece molecular cluster, C4H12 overall in a non-equilibrium geometry, computed with ωB97M-V with the def2-TZVPD basis set.

Structure (ORCA input):
```
! RIJCOSX wB97M-V def2-TZVPD def2/J DEFGRID3
* xyz 0 1
C 0.039 1.017 1.554
C -0.220 1.668 2.916
H -0.412 -0.036 1.486
H -0.500 1.594 0.636
H 1.157 0.874 1.346
H -1.295 1.802 3.090
H 0.294 2.578 2.666
H 0.009 1.171 3.789
C -0.019 -2.053 -2.517
C 0.204 -0.600 -1.881
H -0.819 -2.008 -3.239
H 0.855 -2.416 -3.048
H -0.288 -2.782 -1.825
H 1.243 -0.747 -1.564
H -0.525 -0.366 -1.197
H 0.262 0.141 -2.571
*
```

As for the SMILES: CC.CC. As for the energy relative to the best compared isomer or geometry (same formula, charge and spin): 30.2 kcal/mol. The value obtained for the orbital gap is 12.5 eV.

Atomic partial charges in e from the Mulliken method, atoms 1 to 6:
1. C -0.6432
2. C -1.0256
3. H 0.2715
4. H 0.2146
5. H 0.2696
6. H 0.2740

***

(8)
One molecule with the formula C3H9N3O in a non-equilibrium geometry, computed with ωB97M-V with the def2-TZVPD basis set.

Structure (ORCA input):
```
! RIJCOSX wB97M-V def2-TZVPD def2/J DEFGRID3
* xyz 0 1
C -2.149 -0.076 -0.530
C -1.133 0.786 0.219
O -1.693 1.534 1.250
N -0.247 -0.070 1.031
C 0.910 -0.445 0.666
N 1.505 -0.288 -0.544
N 2.863 -0.547 -0.791
H -2.635 -0.760 0.165
H -2.911 0.568 -0.964
H -1.660 -0.665 -1.304
H -0.586 1.460 -0.464
H -1.343 0.830 2.005
H 1.512 -0.992 1.388
H 1.079 0.316 -1.233
H 3.457 -0.103 -0.095
H 3.032 -1.549 -0.798
*
```

As for the SMILES: C[C@@H](O)/N=C\NN. As for the energy relative to the best compared isomer or geometry (same formula, charge and spin): 58.9 kcal/mol. The value obtained for the orbital gap is 10.2 eV.

Atomic partial charges in e from the Mulliken method, atoms 1 to 6:
1. C -1.1807
2. C 0.3300
3. O -0.6020
4. N -0.6254
5. C 0.0270
6. N 0.0424